(1)
Molecular formula: C3H12N3O2
Method: DFT, wB97M-V/def2-TZVPD

The geometry in XYZ format:
```
20
Properties=species:S:1:pos:R:3:nbo_charge:R:1
C 2.70095 -0.14294 0.07173 -0.26
C -1.98683 1.82094 0.15734 -0.30
C 0.50511 -0.19365 -0.99078 0.08
N -1.05231 -1.79820 -0.23538 -0.53
N -0.10082 -0.28062 1.24506 -0.57
N -0.50113 -0.62161 0.00596 0.22
O 1.55152 0.58571 -0.41596 -0.52
O -2.03742 0.52247 -0.45298 -0.46
H 2.80465 -1.02938 -0.47807 0.19
H 2.60510 -0.48674 1.19012 0.18
H 3.57069 0.43725 -0.06681 0.23
H -1.82151 2.50726 -0.75200 0.21
H -1.19619 1.63438 0.92053 0.18
H -2.95532 2.04406 0.60138 0.22
H 0.03106 0.32049 -1.77164 0.25
H 0.94280 -1.27210 -1.31917 0.20
H -1.57915 -2.20757 0.41577 0.41
H -1.11655 -1.97637 -1.24217 0.43
H 0.57827 0.45432 1.29527 0.45
H -0.94292 -0.31770 1.82182 0.41
```

Values from the calculation:
gap between HOMO and LUMO (alpha / beta)	9.097 / 8.979	eV
energy above the lowest of the compared OMol25 structures with the same formula, charge and spin	185.5	kcal/mol
maximum force	5.09	eV/Å
E_tot	-11857.8366	eV
total charge	+1
LUMO (alpha / beta)	-5.243 / -4.973	eV

---

(2)
Molecular formula: C4H9IN
Method: DFT, wB97M-V/def2-TZVPD

The geometry in XYZ format:
```
15
Properties=species:S:1:pos:R:3:nbo_charge:R:1
C 0.77984 -1.04126 1.25222 -0.61
C -0.60835 -0.88841 2.57317 -0.03
C 1.35126 -0.09003 0.27799 -0.16
C -1.77368 -1.42918 2.26437 -0.42
N -0.72732 0.67965 -3.70857 -1.08
I 0.98614 -0.02287 -1.65937 0.62
H 1.59316 -1.18427 2.05296 0.29
H 0.23963 -1.99823 1.04857 0.27
H -0.24796 -0.37414 3.43164 0.23
H 1.89211 0.70606 0.73096 0.22
H -2.57599 -1.25382 3.00721 0.26
H -2.13977 -1.92037 1.31739 0.25
H -0.72562 1.70326 -3.80443 0.38
H -1.63949 0.48639 -3.29876 0.38
H -0.83922 0.32629 -4.65643 0.39
```

Values from the calculation:
gap between HOMO and LUMO	7.608	eV
energy above the lowest of the compared OMol25 structures with the same formula, charge and spin	100.9	kcal/mol
maximum force	3.38	eV/Å
E_tot	-13873.5272	eV
total charge	+1
LUMO	-6.143	eV

---

(3)
Molecular formula: C56H67BrF3IN2OPSSi3Tl
Method: DFT, wB97M-V/def2-TZVPD

The geometry in XYZ format:
```
137
Properties=species:S:1:pos:R:3:mulliken_charge:R:1
Tl 0.14864 1.62949 1.26694 0.85
C -5.43071 -4.51375 -0.89707 -1.67
C -4.15235 -5.22465 -1.38378 2.10
C -4.15824 -5.25225 -2.91639 -1.71
C -4.16805 -6.67023 -0.87305 -1.91
C -2.97015 -4.43488 -0.83777 -0.70
C -2.53312 -3.22247 -1.59170 0.08
C -1.48651 -2.35700 -0.85399 0.72
Br -2.00943 -0.48861 -0.93503 0.14
C -1.02597 -2.70318 0.55655 -1.18
O -0.21396 -1.96198 1.08142 0.01
C -1.45350 -3.98096 1.09268 0.03
C -2.41159 -4.73627 0.36855 -0.73
C -0.90377 -4.61512 2.36788 2.28
C -0.17818 -5.91554 1.98233 -1.59
C -2.07266 -4.94728 3.31679 -1.87
C 0.08288 -3.73715 3.15152 -2.26
H -6.31278 -5.05728 -1.24459 0.48
H -5.48997 -3.49184 -1.27760 0.34
H -5.45564 -4.47218 0.19302 0.31
H -5.04520 -5.78513 -3.26357 0.60
H -3.28093 -5.77023 -3.31039 0.34
H -4.18845 -4.24972 -3.34434 0.16
H -4.93989 -7.23380 -1.40000 0.46
H -4.39734 -6.72391 0.19250 0.36
H -3.20826 -7.16251 -1.04476 0.39
H -3.40704 -2.65485 -1.91231 0.91
H -2.75010 -5.64038 0.85691 0.33
H -0.82778 -6.60819 1.44355 0.33
H 0.17296 -6.41514 2.88819 0.48
H 0.68948 -5.70373 1.35117 0.20
H -2.70385 -5.75565 2.94312 0.34
H -2.69865 -4.06880 3.48397 0.37
H -1.66898 -5.26325 4.28058 0.51
H 0.92375 -3.40690 2.54648 0.22
H 0.46677 -4.31971 3.99237 0.59
H -0.40748 -2.84774 3.54882 0.45
C -3.63522 2.44401 -1.36449 -1.05
Si -2.06897 3.48837 -1.37428 -0.26
C -0.76346 2.61218 -2.40685 -0.10
C -2.56812 5.06858 -2.26812 -1.03
C -1.39995 3.91188 0.31825 0.99
Si -2.54868 3.86915 1.80515 0.11
C -3.21274 2.17340 2.25342 -0.77
C -1.70931 4.56619 3.33008 -0.73
C -4.02445 4.95950 1.39862 -1.07
Si -0.11208 5.24285 0.32414 -0.60
C 0.89991 5.43559 -1.24713 -0.13
C -0.95707 6.90174 0.59585 -1.33
C 1.22708 5.07100 1.66762 0.04
C 1.83851 6.22950 2.14826 -0.70
C 2.86872 6.13979 3.07003 -0.66
C 3.26771 4.88610 3.49993 -1.01
C 2.62351 3.77737 2.97876 -0.29
N 1.63631 3.85718 2.08605 0.99
H -4.51685 3.06545 -1.53618 0.35
H -3.78413 1.90124 -0.43348 0.07
H -3.58817 1.69968 -2.16429 0.52
H -1.23413 2.06765 -3.23154 0.49
H -0.19735 1.88758 -1.81375 -0.54
H -0.05376 3.32339 -2.83722 0.45
H -2.89609 4.81055 -3.28023 0.39
H -1.76591 5.80121 -2.35582 0.29
H -3.40807 5.55206 -1.75988 0.29
H -2.41978 1.46787 2.51018 0.12
H -3.81969 1.72370 1.46917 0.30
H -3.83797 2.27878 3.14501 0.38
H -0.65701 4.28031 3.38201 0.05
H -2.18379 4.17489 4.23364 0.45
H -1.77008 5.65791 3.35990 0.36
H -4.57762 4.59301 0.52927 0.25
H -3.70735 5.98521 1.19372 0.29
H -4.71086 4.98394 2.25041 0.40
H 0.29196 5.73649 -2.10176 0.46
H 1.42253 4.51617 -1.51214 -0.97
H 1.64881 6.21481 -1.07651 0.40
H -1.87723 6.94783 0.00801 0.34
H -0.31604 7.72424 0.26696 0.46
H -1.21957 7.06645 1.64334 0.35
H 1.49973 7.19867 1.80124 0.39
H 3.35016 7.03305 3.44753 0.44
H 4.05894 4.76224 4.22658 0.49
H 2.90863 2.77852 3.29141 0.20
F 1.22341 1.71447 6.91715 -0.21
C 1.59513 0.46846 6.58922 0.37
F 2.47411 0.07296 7.54189 -0.34
F 0.52166 -0.32381 6.71955 -0.20
C 2.21544 0.38635 5.22029 -0.29
C 3.51293 -0.06859 5.10486 -0.39
C 4.11946 -0.13909 3.85778 -1.11
C 3.37432 0.26918 2.77308 -0.33
N 2.12362 0.71590 2.86490 0.39
C 1.49815 0.78772 4.06223 0.94
S -0.11412 1.39065 4.09824 -0.76
H 4.05468 -0.36419 5.99247 0.50
H 5.13703 -0.48162 3.73714 0.47
H 3.79345 0.24573 1.77688 0.26
I 3.01004 2.21561 -0.63055 0.23
C 3.24684 2.03691 -2.72088 -0.36
C 3.50812 3.25475 -3.28719 -0.53
C 3.90891 3.37189 -4.63341 -1.12
C 4.10259 2.24079 -5.36071 -0.84
C 3.83145 0.96404 -4.80586 0.79
C 4.10280 -0.17874 -5.59185 -0.83
C 3.90376 -1.42944 -5.08805 -1.18
C 3.30989 -1.56075 -3.82346 0.11
C 2.95702 -0.48353 -3.04134 -0.09
P 1.82491 -0.86310 -1.59485 2.29
C 0.48855 -1.74890 -2.53056 -0.67
C 0.09800 -1.23445 -3.70251 -0.21
C -1.07714 -1.71003 -4.44116 -1.27
C -1.82349 -2.72719 -4.02505 -1.23
C -1.51244 -3.45190 -2.75635 0.64
C -0.39403 -2.79256 -1.89964 -1.06
C 2.92094 -2.13973 -0.82037 0.52
C 2.47983 -3.25946 -0.11744 0.78
C 3.37900 -4.12344 0.49681 -0.86
C 4.74104 -3.87641 0.44288 -0.84
C 5.19659 -2.74673 -0.22419 -0.85
C 4.29844 -1.89085 -0.84158 -0.60
C 3.31884 0.82475 -3.47591 0.57
H 3.44138 4.14939 -2.68310 0.51
H 4.10606 4.34988 -5.05273 0.42
H 4.48546 2.28919 -6.37307 0.38
H 4.48244 -0.03340 -6.59650 0.37
H 4.14717 -2.31158 -5.66613 0.42
H 3.08361 -2.55813 -3.46781 0.43
H 0.66761 -0.43521 -4.16394 0.52
H -1.31353 -1.21572 -5.37621 0.46
H -2.65982 -3.07887 -4.62063 0.41
H -1.34874 -4.51218 -2.95985 0.75
H 0.21490 -3.57485 -1.44625 0.93
H 1.42586 -3.45610 -0.00070 -0.57
H 3.00550 -4.98794 1.03260 0.37
H 5.43913 -4.54991 0.92410 0.41
H 6.25707 -2.52935 -0.26957 0.45
H 4.68121 -1.01538 -1.35258 0.37
```

Values from the calculation:
gap between HOMO and LUMO (alpha / beta)	6.150 / 5.632	eV
energy above the lowest of the compared OMol25 structures with the same formula, charge and spin	0.0	kcal/mol
maximum force	0.45	eV/Å
E_tot	-198935.2264	eV
LUMO (alpha / beta)	-1.064 / -1.245	eV